{
  "formula": "C37H63BBrN6O3PS3Si2TeTi",
  "method": "wB97M-V/def2-TZVPD",
  "species": ["Ti", "C", "C", "C", "C", "C", "C", "N", "N", "B", "N", "C", "C", "C", "N", "C", "C", "C", "N", "C", "C", "C", "N", "C", "C", "C", "H", "H", "H", "H", "H", "H", "H", "H", "H", "H", "H", "H", "H", "H", "H", "H", "H", "H", "H", "H", "H", "H", "H", "H", "H", "H", "H", "H", "S", "C", "S", "S", "C", "P", "C", "C", "O", "H", "H", "H", "H", "H", "H", "H", "H", "H", "Br", "C", "C", "C", "C", "C", "C", "C", "O", "O", "H", "H", "H", "H", "C", "Si", "C", "C", "C", "Te", "C", "Si", "C", "C", "C", "H", "H", "H", "H", "H", "H", "H", "H", "H", "H", "H", "H", "H", "H", "H", "H", "H", "H", "H", "H", "H", "H"],
  "positions_angstrom": [[-0.702, -1.524, 0.082], [-0.535, -0.792, -4.436], [-0.098, -1.973, -3.553], [0.754, -2.969, -4.460], [-1.300, -2.567, -2.921], [-2.357, -3.210, -3.648], [-3.374, -3.438, -2.746], [-2.951, -2.988, -1.570], [-1.709, -2.422, -1.668], [-3.742, -3.140, -0.282], [-3.926, -1.782, 0.360], [-5.119, -1.439, 0.851], [-4.975, -0.323, 1.653], [-3.565, -0.083, 1.603], [-2.945, -0.963, 0.805], [-2.878, 1.140, 2.218], [-2.911, 1.042, 3.789], [-3.529, 2.437, 1.732], [-2.816, -3.850, 0.762], [-3.064, -4.959, 1.455], [-2.005, -5.196, 2.329], [-1.171, -4.129, 2.183], [-1.636, -3.280, 1.266], [0.224, -4.090, 2.689], [0.175, -3.597, 4.124], [0.914, -5.469, 2.621], [0.352, -0.292, -4.755], [-1.015, -1.110, -5.341], [-1.221, -0.072, -3.965], [0.612, -1.670, -2.773], [0.059, -3.393, -5.280], [1.546, -2.367, -4.940], [1.176, -3.773, -3.871], [-2.312, -3.528, -4.712], [-4.217, -4.079, -2.837], [-4.744, -3.754, -0.512], [-6.002, -2.025, 0.571], [-5.664, 0.200, 2.291], [-1.812, 1.116, 1.864], [-3.745, 1.593, 4.241], [-3.066, 0.000, 4.102], [-2.078, 1.538, 4.196], [-4.589, 2.510, 1.997], [-2.986, 3.347, 2.034], [-3.538, 2.499, 0.643], [-3.883, -5.556, 1.146], [-1.870, -6.093, 2.919], [0.817, -3.341, 2.126], [1.148, -3.670, 4.570], [-0.211, -2.580, 4.241], [-0.487, -4.262, 4.693], [0.470, -6.081, 3.434], [0.722, -6.014, 1.658], [1.990, -5.306, 2.803], [0.836, 2.344, -2.216], [0.295, 0.908, -1.404], [-1.308, 0.676, -0.937], [1.338, -0.372, -0.982], [2.519, -0.522, 2.189], [0.916, 0.019, 2.620], [0.696, 1.811, 2.260], [0.840, -0.134, 4.435], [-0.258, -0.710, 2.036], [2.424, -1.601, 1.880], [3.082, -0.501, 3.116], [2.956, 0.051, 1.419], [1.683, 2.457, 2.456], [-0.084, 2.243, 2.855], [0.634, 1.917, 1.232], [0.952, -1.183, 4.769], [1.718, 0.343, 4.878], [-0.077, 0.266, 4.777], [2.431, -9.048, -3.145], [2.251, -7.312, -2.334], [3.419, -6.644, -1.974], [3.236, -5.428, -1.274], [1.982, -4.883, -1.069], [0.871, -5.519, -1.579], [1.005, -6.779, -2.170], [1.816, -3.559, -0.283], [2.776, -3.215, 0.387], [0.605, -3.076, -0.223], [4.440, -6.987, -2.120], [4.109, -4.916, -0.907], [-0.097, -5.014, -1.535], [0.101, -7.229, -2.515], [5.611, 4.494, -1.448], [4.224, 5.461, -0.476], [5.073, 6.930, 0.275], [3.626, 4.252, 0.781], [2.806, 6.043, -1.504], [1.878, 7.800, -0.572], [-0.094, 7.629, -1.222], [-1.006, 5.990, -1.493], [-2.793, 6.421, -1.030], [-0.566, 4.665, -0.223], [-1.043, 5.299, -3.273], [6.473, 4.507, -0.772], [5.893, 5.002, -2.368], [5.266, 3.506, -1.687], [6.115, 6.775, 0.595], [4.518, 7.210, 1.193], [4.965, 7.740, -0.420], [4.486, 3.965, 1.390], [3.157, 3.412, 0.252], [2.951, 4.678, 1.462], [2.059, 5.246, -1.445], [3.029, 6.166, -2.550], [-0.128, 8.111, -2.176], [-0.775, 8.107, -0.541], [-2.780, 6.793, 0.134], [-3.477, 5.555, -0.999], [-3.268, 7.245, -1.567], [-0.540, 5.082, 0.763], [0.391, 4.263, -0.430], [-1.243, 3.880, -0.272], [-1.199, 5.873, -4.204], [-1.795, 4.511, -3.188], [-0.134, 4.712, -3.416]],
  "e_tot_ev": -213162.6857,
  "total_charge": -1,
  "homo_energy_ev": [-4.6, -4.6],
  "multiplicity": 2,
  "lumo_ev": [2.018, 2.018],
  "orbital_gap_ev": [6.6, 6.6],
  "de_lowest_kcal_mol": 14.36,
  "molar_mass_g_mol": 1089.48
}